No. 1
# C34H38Cl68GaO

A molecular structure, C34H38Cl68GaO (the ωB97M-V functional and the def2-TZVPD basis, OMol25).

XYZ file:
```
142
Properties=species:S:1:pos:R:3:forces:R:3
Ga 5.622186 -0.339486 3.718741 -0.2256 -0.0888 0.3729
Cl 2.109730 8.667397 0.147061 0.1617 -0.0700 -0.0952
Cl -2.707429 -12.256969 -6.669709 0.0032 -0.0297 0.1919
Cl -3.188672 14.884746 5.578258 -0.0125 -0.0135 -0.0229
Cl -9.826675 -16.015988 -5.719971 0.0005 -0.0245 -0.0128
Cl -7.306338 -15.040232 -6.747619 -0.0888 -0.0570 -0.0490
Cl -3.828104 -4.946713 9.135037 -0.0053 -0.0071 -0.0033
Cl 4.260759 -1.339991 -3.882072 -0.0901 -0.0417 0.0693
Cl -9.572732 -11.693596 -0.925624 -0.0270 -0.0046 0.0048
Cl -3.131930 -10.130208 -9.080482 0.0359 0.0604 -0.1495
Cl -6.660423 15.724151 0.109633 0.0310 -0.0048 0.0377
Cl -5.110141 -12.669288 -5.129356 0.0445 -0.0091 0.0221
Cl 2.972464 7.339978 -2.275891 0.0024 0.0564 0.2507
Cl -3.500521 -11.312658 -11.683450 0.0071 -0.0027 0.0027
Cl -2.078591 -2.893984 8.108552 -0.0060 -0.0527 0.0690
Cl 1.779816 5.586795 7.877384 -0.0054 0.0046 0.0050
Cl -3.529180 -6.847998 -2.236675 0.0245 0.0121 -0.0376
Cl -1.729964 -1.050806 -6.443967 0.0288 0.1642 -0.0816
Cl -3.473109 -3.293055 -6.919033 -0.0014 0.0059 -0.0022
Cl -4.551609 -0.616357 -6.856766 0.0129 -0.0092 -0.0067
Cl -3.877612 15.349650 -0.558048 -0.0556 0.0722 0.0588
Cl -3.482222 -8.077180 -4.863086 -0.0558 -0.0283 0.0168
Cl -0.085697 4.985425 -4.812208 -0.0459 -0.0874 0.0599
Cl -2.592295 -13.676208 -4.150093 -0.0235 -0.0008 -0.0554
Cl -4.656475 -2.186389 9.205097 -0.0063 -0.0074 0.0226
Cl -6.731650 -11.214646 -0.848293 -0.0545 0.0005 -0.0056
Cl -0.829945 -6.072739 -4.505877 0.0826 0.0707 -0.0163
Cl -1.655139 13.009749 -0.309718 0.0800 -0.0372 0.0275
Cl -2.641976 5.927308 -1.052699 0.0109 -0.0250 -0.0390
Cl 1.786671 -4.956300 -3.988538 -0.0404 -0.1756 0.1151
Cl 0.018340 2.307807 -3.695573 -0.1824 0.2244 0.1849
Cl -2.724084 5.172720 1.728457 0.1219 -0.0298 -0.0113
Cl -3.818681 -14.888311 -6.473285 -0.0168 -0.0418 0.0928
Cl 0.583499 12.386397 1.405012 0.0110 0.0030 0.0010
Cl 4.888453 8.665433 -0.595003 0.0945 -0.0061 0.0378
Cl -5.478113 13.096538 0.314402 -0.0282 -0.0286 -0.1951
Cl 4.181434 -0.036395 -6.433538 -0.0287 0.0980 -0.1347
Cl -2.230979 12.938173 3.673511 -0.0023 0.0002 -0.0035
Cl -5.963132 -7.835417 -3.417277 0.0256 -0.0199 -0.0173
Cl -3.939089 -9.684654 -2.517319 0.0342 -0.0226 -0.0386
Cl 4.265174 5.182030 6.474094 -0.0312 0.0557 0.0743
Cl -0.266070 -4.826187 -1.970142 -0.0082 0.0001 0.0395
Cl -0.471312 -3.213753 -4.352578 -0.0444 -0.1102 0.0378
Cl -4.371769 14.716243 2.946217 0.0715 0.1705 0.2422
Cl -0.317506 6.354442 0.599718 -0.2177 -0.1113 0.0536
Cl 0.867279 12.196208 -1.458996 -0.0164 -0.0097 0.0190
Cl 8.278801 1.725483 -5.702449 -0.0013 0.0253 -0.0031
Cl -8.554045 -9.011847 -1.238871 -0.0301 -0.0551 -0.0030
Cl 2.010765 3.153360 -5.570667 0.0636 0.1915 -0.1353
Cl -0.763903 10.284957 -0.033844 -0.0551 0.1861 -0.0075
Cl 2.119011 6.643781 5.216836 0.0051 0.0032 0.0070
Cl 9.777280 0.655178 -7.925298 -0.0177 0.0066 0.0009
Cl 7.044270 1.507128 -8.302793 0.0156 -0.0010 0.0152
Cl -1.278022 -9.533959 -11.206160 -0.0010 -0.0014 -0.0097
Cl 2.786848 -2.534996 -6.061262 0.0318 0.2090 -0.0622
Cl -2.880361 -1.446880 -9.057555 -0.0009 0.0000 0.0028
Cl -8.175642 -10.968522 -3.336304 0.0866 0.3067 0.2015
Cl -2.680333 7.955796 0.995863 -0.0977 -0.0860 0.0463
Cl -4.484223 -3.574450 6.681171 0.0015 0.0154 0.0202
Cl 1.989578 4.303695 -2.936522 -0.1770 -0.2372 0.0036
Cl 7.612696 -0.862599 -6.764957 0.0841 -0.0666 -0.0146
Cl -9.783614 -13.818803 -7.587556 0.0131 0.0202 0.0455
Cl 3.558612 7.814612 7.425996 -0.0025 0.0105 0.0060
Cl -4.837244 12.622894 4.871659 0.0058 0.0068 0.0000
Cl -5.917666 14.273136 -2.272969 -0.0337 0.0286 -0.0195
Cl -8.805580 -13.450508 -4.884211 -0.1246 -0.2429 -0.2659
Cl 3.641058 6.226208 0.336205 -0.1234 0.2600 -0.3036
Cl -1.299737 -12.162191 -10.025814 -0.0167 0.0055 0.0308
Cl 1.810352 -0.105602 -4.806225 0.1663 -0.3849 0.0109
O -2.231376 -0.695507 5.672271 0.0150 0.6629 0.1020
C 2.936466 6.301364 6.745296 0.0381 -0.0501 -0.0129
C 8.181303 0.754927 -7.169313 -0.0444 -0.0021 0.0164
C -8.934591 -14.583772 -6.240596 0.0881 0.0147 0.0802
C -3.755427 -3.398301 8.280227 0.0473 -0.0056 -0.0605
C -8.256165 -10.717282 -1.583753 0.0348 -0.0125 0.0169
C -3.156012 0.066390 6.443206 0.0839 -0.0861 0.0988
C 0.059214 -1.042258 4.965323 0.0292 -0.3183 -0.0225
C 2.511190 4.056534 2.473709 -0.5403 -0.6254 0.3425
C -5.481733 14.610905 -0.593528 -0.0634 -0.1394 -0.1270
C -4.222793 -8.105134 -3.252942 -0.0360 -0.0211 -0.0268
C -3.656137 13.792041 4.269185 0.0319 -0.0337 -0.0151
C 3.254871 -1.012189 -5.288562 -0.0159 0.0279 -0.0050
C -3.557910 -13.369372 -5.598062 0.0192 0.0327 -0.0271
C 7.462047 -3.062555 3.999194 -0.0218 0.0763 -0.0495
C -0.920761 -0.101424 5.657252 -0.1737 0.0539 0.5184
C 0.055941 -4.768649 -3.704119 0.0699 0.0540 0.0227
C 5.836999 -1.307460 0.912161 -0.1770 -0.3711 -0.0238
C -0.226786 1.522902 1.129049 -0.0993 -0.4985 -0.1473
C -0.388490 -1.578615 3.589165 0.2187 -0.2852 -0.2190
C 5.859847 -1.853825 2.351051 0.4516 0.2422 0.0412
C -0.242365 11.968589 -0.102633 0.0432 -0.0420 -0.0369
C 3.401804 7.707514 -0.595693 0.1195 0.1449 0.0494
C 3.492593 3.371183 3.447035 0.7353 0.4850 -0.4656
C 0.978528 3.688124 -4.242054 0.1670 -0.0157 -0.0922
C -3.158739 -1.600983 -7.319383 -0.0123 -0.0551 0.0475
C -2.300662 -10.786810 -10.497738 -0.0312 0.0737 -0.0160
C -0.605490 0.723852 2.400290 0.0716 0.2276 0.1308
C 1.097590 2.295614 1.225373 -0.0247 0.2864 -0.4763
C 3.973007 0.801260 3.239903 0.3936 0.1384 -0.6117
C 7.221194 -2.553233 2.564376 -0.4268 -0.1400 -0.1712
C 4.344750 2.245910 2.792023 -0.1381 -0.1529 0.3250
C -0.061431 -0.705820 2.364131 0.1624 0.1277 0.0292
C 1.166801 3.278538 2.385747 0.5096 -0.0324 0.6617
C -2.086163 6.341594 0.571414 0.0852 -0.0096 -0.0115
H 8.079101 -3.977872 3.988188 -0.0620 0.3756 0.1302
H -3.176871 -0.288358 7.493226 0.0278 0.1481 -0.3973
H 0.325351 3.979799 2.359003 -0.0581 -0.1269 -0.1294
H 0.190497 -1.915445 5.633842 -0.0465 0.3710 -0.2369
H 1.964664 1.608739 1.250844 -0.3970 0.1959 0.1596
H -1.700850 0.729002 2.561891 0.4058 -0.0640 -0.0690
H 6.960079 0.585702 3.749216 -0.0080 0.0411 -0.1931
H 4.835652 -0.932370 0.624959 0.4601 0.0259 0.1163
H 6.504013 -3.301746 4.491321 0.3429 0.0660 -0.1835
H 7.951397 -2.281249 4.607867 -0.2167 -0.4196 -0.1593
H -4.166759 -0.039375 6.013210 0.4357 -0.0734 0.1176
H -1.469106 -1.817718 3.604296 0.4437 0.1712 0.0828
H 8.005222 -1.830256 2.272968 -0.1088 -0.3365 0.1249
H 3.245164 0.813179 4.068007 0.1357 -0.0378 -0.2921
H 1.058722 -0.569219 4.886938 -0.4768 -0.0789 0.0377
H 5.055706 -2.602948 2.476611 0.1858 0.1737 -0.0500
H 1.098778 2.721786 3.339018 -0.2106 0.2811 -0.3664
H 2.964190 2.977531 4.331457 0.1064 0.1905 -0.2669
H 1.203147 2.881414 0.291039 0.0448 -0.2350 0.2062
H 2.958149 4.052672 1.464208 -0.0715 0.2931 0.3983
H 3.537719 0.285809 2.363257 -0.2318 0.0395 0.4525
H -2.898681 1.141222 6.464284 -0.0398 -0.3311 -0.1499
H -0.109644 0.787784 0.312435 -0.1741 0.2616 0.0918
H 2.314614 5.087726 2.819922 0.1040 -0.3321 -0.3642
H 4.250389 2.311392 1.691522 0.0673 0.0864 0.3278
H -0.142398 1.217285 3.267406 -0.3638 -0.0652 -0.1924
H -0.984674 0.902252 5.202080 0.0278 -0.3417 -0.0597
H -0.462298 -1.214153 1.475310 0.1297 0.0566 0.0700
H 1.037589 -0.624844 2.227446 -0.4384 -0.1957 0.1217
H -0.590905 0.058187 6.706282 -0.0669 -0.0762 -0.3443
H 4.185741 4.153683 3.811507 -0.2709 -0.2969 -0.0663
H 5.407372 2.455782 3.010318 -0.3564 -0.1349 -0.0531
H 6.099023 -2.114536 0.191453 -0.0733 0.3122 0.0995
H -1.054966 2.190709 0.819622 0.4059 -0.1071 0.2637
H 0.142985 -2.538565 3.432119 -0.3084 0.3544 0.0911
H 6.589345 -0.505216 0.789569 -0.3832 -0.2051 0.0066
H 5.444166 -0.926101 5.229084 -0.0785 -0.0583 -0.0404
H 7.284707 -3.412187 1.860303 0.1513 0.2785 0.1531
```
Forces are in eV/Å.

molecular weight	2943.2	g/mol
E	-941816.9517	eV
HOMO-LUMO gap	5.30	eV
maximum force	1.0	eV/Å
charge	-1


No. 2
# C2HBr3

2 unconnected molecules or ions with the total composition C2HBr3 (the ωB97M-V functional and the def2-TZVPD basis, OMol25).

XYZ file:
```
6
Properties=species:S:1:pos:R:3:forces:R:3
Br 2.665461 1.579738 -0.347724 -0.2387 0.4048 0.5159
Br -0.726407 -1.940058 -0.863392 -0.2141 0.5687 0.2947
Br 3.371340 0.238529 -1.999121 0.2119 -0.4251 -0.5146
C -1.369140 -0.655488 0.251572 -0.8865 1.1472 2.3444
C -1.795035 0.054608 1.162311 2.5159 -4.2811 -5.2300
H -2.146219 0.722673 1.796356 -1.3885 2.5855 2.5896
```
Forces are in eV/Å.

molecular weight	264.7	g/mol
E	-212214.6229	eV
HOMO-LUMO gap	8.77	eV
SMILES	C#CBr.BrBr
maximum force	7.2	eV/Å